Entry 1:
The following is a DFT calculation (ωB97M-V with the def2-TZVPD basis set) of a molecular structure, C42H127Cr2N9O30Sr at a distorted geometry.

```
! RIJCOSX wB97M-V def2-TZVPD def2/J DEFGRID3
* xyz 0 9
Cr 3.158 -0.872 0.793
Cr 0.710 -2.746 2.379
Sr -1.607 0.067 2.298
C 3.088 -6.004 1.775
C 2.116 -4.884 2.107
O 1.855 -4.682 3.325
O 1.670 -4.140 1.180
H 3.202 -6.200 0.776
H 2.787 -6.897 2.393
H 4.071 -5.603 2.120
C -1.958 -3.937 5.127
C -1.639 -3.327 3.784
O -0.911 -3.918 2.917
O -2.119 -2.191 3.707
H -1.877 -5.029 5.189
H -2.989 -3.866 5.599
H -1.178 -3.612 5.823
C 0.403 -0.594 0.267
O 0.131 0.616 0.476
O 1.461 -0.980 -0.389
O -0.412 -1.502 0.687
C 1.683 -0.643 3.207
O 0.527 -1.071 3.512
O 2.350 -1.566 2.357
O 2.285 0.397 3.555
C 2.931 1.943 -0.491
C 3.514 1.024 -1.616
C 4.246 1.627 -2.775
O 5.343 2.397 -2.293
C 6.044 3.234 -3.212
N 4.238 -0.058 -0.984
H 3.700 2.242 0.181
H 2.076 1.403 -0.086
H 2.427 2.824 -0.968
H 2.560 0.612 -2.056
H 3.597 2.251 -3.335
H 4.569 0.825 -3.526
H 6.633 2.705 -3.987
H 6.704 3.810 -2.599
H 5.333 3.929 -3.720
H 5.164 0.276 -0.637
H 4.381 -0.815 -1.666
C -4.663 7.054 -1.405
C -3.392 6.536 -2.061
C -2.338 7.615 -2.274
O -1.338 7.068 -3.035
C -0.110 7.788 -2.834
N -2.846 5.442 -1.230
H -5.567 6.437 -1.662
H -4.882 8.120 -1.818
H -4.531 7.048 -0.332
H -3.504 6.088 -3.012
H -2.005 7.811 -1.253
H -2.852 8.526 -2.746
H 0.627 7.067 -3.230
H 0.165 7.988 -1.772
H 0.018 8.709 -3.464
H -1.811 5.290 -1.394
H -3.041 5.604 -0.271
C -3.978 4.387 2.836
C -3.089 3.268 2.363
C -1.601 3.588 2.779
O -0.725 2.584 2.260
C 0.609 2.982 2.230
N -3.359 2.008 3.134
H -5.021 4.054 2.742
H -3.921 5.278 2.185
H -3.792 4.649 3.863
H -3.077 3.064 1.293
H -1.595 3.630 3.896
H -1.314 4.590 2.442
H 1.179 2.296 2.893
H 0.760 4.010 2.486
H 1.050 2.846 1.265
H -3.302 2.148 4.127
H -4.153 1.397 2.914
C -1.660 -7.559 -1.505
C -1.460 -6.054 -1.483
C -2.777 -5.458 -2.071
O -2.925 -6.015 -3.384
C -4.312 -6.017 -3.829
N -1.304 -5.570 -0.098
H -2.662 -7.772 -1.059
H -0.779 -8.111 -1.015
H -1.617 -7.939 -2.549
H -0.601 -5.726 -2.085
H -2.668 -4.367 -2.029
H -3.627 -5.787 -1.376
H -4.435 -6.174 -4.946
H -4.806 -5.084 -3.611
H -4.900 -6.792 -3.266
H -0.638 -6.217 0.324
H -0.907 -4.690 -0.072
C -1.929 -0.648 6.787
C -1.980 0.743 6.172
C -2.059 1.833 7.263
O -2.076 3.110 6.617
C -1.384 4.100 7.270
N -0.918 0.973 5.199
H -2.814 -0.838 7.421
H -1.021 -0.739 7.456
H -1.935 -1.370 5.983
H -2.945 0.839 5.649
H -1.126 1.779 7.904
H -2.970 1.709 7.920
H -1.726 4.216 8.285
H -1.573 5.011 6.703
H -0.242 3.938 7.213
H -0.615 1.936 5.195
H -0.103 0.456 5.444
C -0.637 2.781 -4.832
C -0.931 1.939 -3.597
C -1.899 0.811 -3.914
O -2.287 0.140 -2.757
C -2.898 -1.067 -3.044
N 0.301 1.471 -3.085
H 0.156 3.535 -4.738
H -1.522 3.359 -5.227
H -0.363 2.112 -5.623
H -1.477 2.532 -2.896
H -1.398 0.065 -4.555
H -2.748 1.288 -4.464
H -3.841 -0.905 -3.573
H -3.158 -1.526 -2.077
H -2.259 -1.760 -3.672
H 1.125 2.100 -2.988
H 0.195 1.030 -2.178
C 6.759 -1.127 2.204
C 5.689 -0.507 3.049
C 6.180 0.509 4.000
O 6.384 1.718 3.233
C 6.540 2.840 4.026
N 4.698 0.064 2.077
H 6.253 -1.685 1.416
H 7.547 -1.819 2.644
H 7.347 -0.293 1.610
H 5.194 -1.282 3.607
H 7.101 0.088 4.495
H 5.413 0.717 4.728
H 6.803 3.684 3.430
H 7.286 2.724 4.817
H 5.518 3.158 4.455
H 5.108 0.814 1.501
H 4.006 0.632 2.669
C 2.862 0.685 -6.738
C 2.621 -0.458 -5.734
C 2.045 -1.615 -6.427
O 1.799 -2.586 -5.420
C 0.686 -2.348 -4.573
N 3.799 -0.827 -4.954
H 2.015 0.956 -7.315
H 3.645 0.414 -7.408
H 3.294 1.572 -6.224
H 1.857 -0.081 -5.030
H 2.703 -2.093 -7.101
H 1.072 -1.415 -6.884
H 0.484 -3.255 -3.975
H -0.233 -2.298 -5.163
H 0.679 -1.467 -3.973
H 3.677 -1.433 -4.103
H 4.427 -1.383 -5.539
C -4.706 2.753 -3.116
C -5.734 2.301 -2.073
C -6.177 0.886 -2.406
O -7.022 0.424 -1.378
C -7.517 -0.842 -1.695
N -4.998 2.281 -0.786
H -5.053 2.637 -4.138
H -3.840 2.068 -2.907
H -4.397 3.805 -2.941
H -6.580 2.972 -2.044
H -5.222 0.305 -2.388
H -6.703 0.841 -3.367
H -7.931 -0.809 -2.750
H -8.415 -1.087 -1.137
H -6.655 -1.597 -1.633
H -4.520 3.195 -0.636
H -5.604 2.164 0.042
O 0.508 -6.546 5.342
H -0.283 -6.384 4.679
H 1.209 -6.101 4.854
O 1.398 -3.348 -1.689
H 1.359 -2.419 -1.372
H 1.303 -3.717 -0.804
O 6.260 2.180 0.231
H 6.654 1.996 -0.588
H 6.973 2.109 0.856
O -4.131 -0.922 2.316
H -4.042 -1.363 3.172
H -3.861 -1.692 1.748
O 4.382 -3.551 3.073
H 3.994 -2.663 2.997
H 3.537 -4.006 3.377
O -3.766 -5.152 1.568
H -3.015 -5.652 1.171
H -3.434 -4.785 2.397
O 6.039 -3.385 -2.134
H 5.110 -3.579 -2.388
H 6.470 -4.249 -2.271
O 3.451 -3.544 -3.323
H 3.017 -3.528 -4.209
H 2.689 -3.580 -2.722
O -2.981 -2.635 0.406
H -3.038 -3.604 0.711
H -2.014 -2.306 0.442
O 4.530 -2.836 0.396
H 4.872 -3.322 1.177
H 5.194 -2.909 -0.319
O -2.679 0.853 -0.084
H -2.130 0.881 -0.873
H -3.493 1.228 -0.498
*
```

Output
frontier orbital gap (alpha / beta)	6.87 / 9.11	eV

***

Entry 2:
The following is a DFT calculation (ωB97M-V with the def2-TZVPD basis set) of a molecular structure, C42H28Br2F4N2PS2Ti at a distorted geometry.

```
! RIJCOSX wB97M-V def2-TZVPD def2/J DEFGRID3
* xyz 1 1
Ti -0.510 0.444 -0.834
F -5.550 -5.361 0.006
C -4.532 -4.543 0.203
C -4.377 -3.906 1.421
F -5.233 -4.132 2.406
C -3.317 -3.036 1.609
F -3.186 -2.486 2.815
C -2.396 -2.758 0.606
P -1.041 -1.496 0.807
C -1.857 -0.275 1.904
C -1.716 -0.173 3.283
C -2.334 0.862 3.968
C -3.103 1.797 3.289
C -3.285 1.678 1.920
C -2.658 0.651 1.232
C 0.043 -2.507 1.871
C 0.846 -1.926 2.853
C 1.614 -2.723 3.685
C 1.619 -4.100 3.525
C 0.860 -4.679 2.521
C 0.071 -3.890 1.700
C -2.525 -3.482 -0.589
Br -1.157 -3.488 -1.884
C -3.585 -4.352 -0.789
F -3.690 -5.029 -1.925
H -1.153 -0.913 3.831
H -2.216 0.935 5.041
H -3.574 2.606 3.830
H -3.925 2.379 1.400
H -2.843 0.511 0.165
H 0.865 -0.851 2.970
H 2.212 -2.266 4.464
H 2.218 -4.721 4.178
H 0.875 -5.751 2.376
H -0.527 -4.360 0.930
S 1.086 0.541 -2.514
C 0.073 1.036 -3.868
C 0.700 1.561 -4.998
C -0.048 1.968 -6.085
C -1.433 1.845 -6.054
C -2.060 1.286 -4.956
C -1.318 0.872 -3.847
S -2.134 0.083 -2.501
H 1.781 1.626 -5.013
H 0.447 2.368 -6.959
H -2.023 2.168 -6.902
H -3.133 1.145 -4.949
N 0.706 0.476 0.515
C 1.990 0.396 0.407
C 2.797 1.634 0.499
C 2.282 2.731 1.197
C 2.964 3.933 1.211
C 4.159 4.058 0.512
C 4.678 2.974 -0.181
C 4.007 1.761 -0.185
C 2.740 -0.876 0.181
C 2.282 -1.877 -0.675
C 3.017 -3.031 -0.876
C 4.207 -3.223 -0.189
C 4.654 -2.253 0.695
C 3.941 -1.080 0.863
H 1.351 2.613 1.737
H 2.561 4.773 1.761
H 4.684 5.004 0.505
H 5.606 3.072 -0.727
H 4.410 0.921 -0.735
H 1.364 -1.739 -1.220
H 2.658 -3.777 -1.574
H 4.784 -4.125 -0.343
H 5.570 -2.406 1.251
H 4.298 -0.322 1.550
Br -1.771 7.049 -1.356
C -1.488 5.197 -1.214
C -2.567 4.325 -1.145
C -2.317 2.975 -1.021
N -1.079 2.466 -0.950
C -0.045 3.318 -1.042
C -0.202 4.683 -1.168
H -3.580 4.696 -1.188
H -3.141 2.278 -1.005
H 0.946 2.890 -1.010
H 0.663 5.327 -1.224
*
```

Output
frontier orbital gap	6.87	eV
relative energy (zero: lowest compared OMol25 entry of this formula, charge and spin)	1.089	eV

***

Entry 3:
The following is a DFT calculation (ωB97M-V with the def2-TZVPD basis set) of a molecular structure, C42H28BrN9O10S2Sc at a distorted geometry.

```
! RIJCOSX wB97M-V def2-TZVPD def2/J DEFGRID3
* xyz -1 1
Sc 13.823 10.783 12.688
Br 20.611 11.238 15.442
C 18.908 10.702 14.901
C 18.222 9.783 15.687
C 16.950 9.400 15.245
C 16.385 9.877 14.023
O 15.184 9.523 13.701
C 17.130 10.757 13.215
C 16.947 11.098 11.741
N 15.592 10.778 11.359
C 15.391 10.979 10.069
C 15.984 12.169 9.286
C 16.343 11.798 7.899
C 15.671 10.807 7.266
C 14.612 10.066 7.954
C 13.735 9.238 7.258
C 12.636 8.725 7.960
C 12.432 9.033 9.315
N 13.312 9.737 10.014
C 14.417 10.232 9.353
C 18.362 11.198 13.708
H 18.786 9.448 16.555
H 16.343 8.640 15.785
H 18.285 11.086 10.352
H 15.351 13.091 9.381
H 17.153 12.370 7.447
H 15.861 10.463 6.201
H 13.880 9.025 6.186
H 11.848 8.143 7.457
H 11.491 8.790 9.772
H 18.911 11.970 13.218
N 11.518 12.877 8.834
C 11.280 12.293 10.061
S 9.978 11.299 10.459
N 12.313 12.598 10.922
N 12.131 12.116 12.210
C 11.350 12.687 13.133
C 10.182 13.509 12.825
C 10.134 14.547 11.871
C 8.998 15.335 11.673
C 7.828 15.040 12.340
C 7.798 13.993 13.203
C 8.963 13.230 13.467
C 11.651 12.188 14.491
C 11.001 12.748 15.604
C 11.266 12.219 16.850
C 12.048 11.105 16.962
C 12.674 10.609 15.851
N 12.624 11.240 14.685
H 10.811 12.719 8.128
H 12.012 13.754 8.761
H 11.037 14.765 11.286
H 9.047 16.106 10.923
H 6.915 15.663 12.209
H 6.851 13.757 13.698
H 8.876 12.430 14.184
H 10.385 13.643 15.462
H 10.870 12.717 17.769
H 12.209 10.605 17.910
H 13.288 9.710 15.890
O 13.464 6.637 19.464
C 13.746 6.019 18.264
O 14.670 5.226 18.267
C 13.073 6.342 16.949
C 11.909 7.091 16.768
C 11.632 7.633 15.527
C 12.461 7.433 14.430
S 12.208 8.230 12.942
C 13.579 6.530 14.582
C 13.819 5.923 15.816
H 12.708 7.251 19.458
H 11.242 7.290 17.657
H 10.809 8.348 15.370
H 14.188 6.402 13.690
H 14.578 5.164 15.944
O 19.250 17.071 11.917
N 18.223 16.985 12.599
O 17.856 17.903 13.380
C 17.374 15.884 12.638
C 17.688 14.767 11.908
C 16.840 13.649 12.090
C 15.719 13.616 13.003
O 14.833 12.671 13.117
C 15.524 14.859 13.734
C 16.265 16.004 13.446
N 14.457 14.959 14.673
O 14.115 16.148 14.891
O 13.856 13.960 15.127
N 17.200 12.541 11.374
O 17.924 10.413 10.983
O 17.217 12.645 9.927
H 18.459 14.675 11.131
H 15.914 16.952 13.867
*
```

Output
frontier orbital gap	5.28	eV
relative energy (zero: lowest compared OMol25 entry of this formula, charge and spin)	2.890	eV

***

Entry 4:
The following is a DFT calculation (ωB97M-V with the def2-TZVPD basis set) of a molecular structure, C42H30CaN7O8Te.

```
! RIJCOSX wB97M-V def2-TZVPD def2/J DEFGRID3
* xyz -1 1
Ca 0.085 1.027 -0.437
C -2.791 3.709 -3.524
C -2.460 2.367 -3.462
C -2.566 1.679 -2.260
C -2.954 2.331 -1.092
C -3.305 3.678 -1.174
C -3.227 4.357 -2.377
N -2.231 0.361 0.032
C -2.256 2.398 1.448
C -3.285 3.167 2.238
C -3.464 3.084 3.555
C -2.651 2.203 4.370
C -1.667 1.494 3.805
C -1.408 1.522 2.375
N -0.371 0.917 1.878
N 0.534 0.390 2.736
C 1.695 0.084 2.154
C 2.787 -0.195 3.038
C 4.036 -0.403 2.539
C 4.255 -0.344 1.144
C 3.168 -0.093 0.351
N 1.915 0.107 0.805
H -2.696 4.250 -4.457
H -2.078 1.852 -4.334
H -2.296 0.632 -2.250
H -3.586 4.229 -0.288
H -3.477 5.410 -2.408
H -3.869 3.890 1.689
H -4.204 3.713 4.035
H -2.825 2.154 5.437
H -1.013 0.858 4.382
H 2.580 -0.192 4.099
H 4.866 -0.589 3.212
H 5.234 -0.490 0.710
H 3.272 -0.050 -0.731
O -1.442 4.653 1.219
C -1.262 3.510 0.833
O -0.375 3.084 0.030
C -3.019 1.590 0.266
C -4.491 1.486 0.575
C -5.265 0.456 0.888
C -4.896 -0.934 1.071
C -5.866 -1.807 1.566
C -5.610 -3.149 1.778
C -4.357 -3.665 1.481
C -3.390 -2.822 0.970
C -3.633 -1.462 0.765
N -2.487 -0.828 0.219
H -4.992 2.439 0.486
H -6.315 0.670 1.056
H -6.847 -1.406 1.794
H -6.387 -3.791 2.172
H -4.137 -4.712 1.640
H -2.405 -3.191 0.723
O 0.759 1.555 -4.652
C 1.171 1.395 -3.513
O 0.605 0.784 -2.546
C 2.534 1.980 -3.141
C 2.723 2.675 -1.951
C 3.994 3.119 -1.623
C 5.094 2.895 -2.426
C 4.871 2.205 -3.602
C 3.616 1.759 -3.981
N 6.019 1.938 -4.480
O 7.108 2.349 -4.128
O 5.817 1.324 -5.508
N 4.195 3.837 -0.353
O 3.287 3.825 0.447
O 5.272 4.381 -0.181
H 1.901 2.898 -1.280
H 6.075 3.241 -2.146
H 3.478 1.242 -4.919
C 0.062 -4.734 -0.286
Te 0.475 -2.695 0.279
C 2.481 -3.379 0.586
C 2.475 -4.872 0.400
C 3.631 -5.616 0.636
C 3.645 -6.987 0.451
C 2.493 -7.636 0.021
C 1.343 -6.904 -0.216
C 1.320 -5.523 -0.028
H -0.223 -4.790 -1.336
H -0.761 -5.127 0.312
H 2.805 -3.100 1.588
H 3.150 -2.899 -0.126
H 4.527 -5.104 0.969
H 4.550 -7.551 0.640
H 2.495 -8.708 -0.127
H 0.442 -7.406 -0.551
*
```

Output
frontier orbital gap	5.57	eV
relative energy (zero: lowest compared OMol25 entry of this formula, charge and spin)	4.211	eV

***

What did we get for molar mass? Answer: 1430.12; 939.48; 1007.73; 928.42 u, in the order shown.
What did we get for E? Answer: -178137.81458; -252014.19535; -190304.44285; -96581.63814 eV, in the order shown.